Record 1
124
Properties=species:S:1:pos:R:3:forces:R:3:mulliken_charge:R:1 method="wB97M-V/def2-TZVPD" charge=-1 homo_lumo_gap_ev=7.1
C -0.523 4.324 -2.313 -0.116 -0.051 -0.372 0.830
C -1.754 5.167 -2.389 0.427 3.198 1.906 0.081
O -1.790 6.275 -1.799 -0.081 -3.087 -2.299 -0.612
N -2.790 4.656 -3.233 -0.821 0.339 0.336 0.713
C -3.050 5.449 -4.433 0.410 0.202 -0.088 -1.143
P -3.996 3.565 -2.612 -0.396 -1.717 -0.751 1.019
O -5.220 2.558 -2.030 0.135 0.542 -0.544 -0.717
S -2.760 1.762 -2.992 -0.043 0.004 0.526 0.049
Cl -3.239 3.691 -0.568 0.390 0.527 -0.128 -0.275
O -4.663 3.457 -4.264 0.175 -0.085 0.645 -0.345
N -5.579 2.459 -4.535 0.143 0.017 -0.493 0.271
O -5.579 2.206 -5.695 0.023 0.278 0.570 -0.412
S -5.397 5.301 -2.123 0.316 0.367 -0.313 1.051
O -4.732 6.410 -1.531 0.323 0.319 0.618 -0.591
O -6.250 5.598 -3.224 -0.782 -0.109 -0.842 -0.666
F -6.385 4.745 -1.007 -0.094 -0.139 0.413 -0.174
H 0.310 4.889 -1.930 0.202 0.277 0.408 0.551
H -0.718 3.460 -1.700 -0.045 -0.075 -0.001 -0.871
H -0.224 3.953 -3.290 -0.664 -0.104 0.342 -0.513
H -4.040 5.869 -4.509 -0.401 0.050 0.174 0.357
H -2.356 6.272 -4.459 0.284 0.411 0.191 0.449
H -2.858 4.861 -5.318 -0.080 -0.318 -0.325 0.280
H -4.913 2.164 -1.211 -0.138 0.166 -0.007 -0.152
H -2.435 1.949 -4.273 -0.053 0.337 -0.115 0.112
C -4.573 1.584 2.475 0.177 0.151 -0.020 0.476
Cl -4.720 0.065 3.373 -0.136 -0.006 -0.136 -0.168
Cl -3.088 2.432 2.917 -0.052 0.025 -0.100 -0.065
Cl -4.626 1.302 0.742 -0.255 -0.889 0.647 0.102
H -5.418 2.217 2.731 0.484 -0.309 0.163 -0.424
C 1.331 1.623 0.727 -0.301 0.019 -0.033 0.286
Cl 1.652 -0.100 0.962 0.051 0.011 0.053 -0.139
Cl 2.628 2.377 -0.207 0.009 0.007 0.021 -0.108
Cl -0.232 1.880 -0.033 0.054 -0.336 0.224 0.069
H 1.296 2.089 1.705 0.068 -0.149 -0.255 -0.146
C 3.037 4.229 -5.014 -0.107 0.048 -0.022 0.042
Cl 1.283 4.142 -4.821 0.751 -0.036 -0.578 -0.104
Cl 3.755 5.150 -3.689 0.017 0.025 -0.005 -0.140
Cl 3.764 2.630 -5.118 -0.143 -0.159 0.111 -0.104
H 3.246 4.752 -5.937 0.038 0.034 -0.008 0.246
C -7.083 -2.242 0.217 0.116 0.202 0.037 -0.218
Cl -8.197 -1.120 0.999 -0.020 -0.071 -0.010 -0.038
Cl -6.130 -1.407 -0.999 0.041 -0.048 -0.182 -0.009
Cl -6.031 -3.011 1.411 -0.029 -0.097 0.020 -0.098
H -7.664 -3.014 -0.268 -0.016 -0.035 -0.010 0.350
C 0.605 -1.204 -3.965 -0.129 -0.021 -0.055 -0.136
Cl -0.933 -0.371 -3.775 0.370 -0.366 -0.033 -0.091
Cl 1.859 -0.435 -2.991 0.024 0.001 -0.005 -0.089
Cl 0.435 -2.916 -3.543 0.285 0.124 -0.175 -0.116
H 0.900 -1.150 -5.004 0.056 0.019 -0.013 0.326
C 3.846 1.873 4.337 -0.165 -0.239 -0.153 0.126
Cl 2.601 2.859 3.560 0.169 0.167 0.221 -0.158
Cl 3.104 0.586 5.288 0.017 0.015 0.045 -0.105
Cl 4.971 1.208 3.160 -0.131 0.054 -0.137 -0.057
H 4.395 2.515 5.008 0.014 0.102 0.031 0.208
C -6.077 -1.328 -6.546 0.027 0.051 0.079 0.141
Cl -5.998 -1.352 -4.795 0.004 -0.017 0.064 -0.009
Cl -4.656 -2.104 -7.256 0.012 0.003 -0.027 -0.141
Cl -7.559 -2.103 -7.125 -0.016 0.005 -0.029 -0.156
H -6.091 -0.294 -6.865 0.002 0.046 0.000 0.161
C -7.147 -8.123 1.733 0.115 -0.062 -0.051 0.012
Cl -7.454 -9.788 2.234 -0.033 0.002 0.022 -0.135
Cl -5.736 -7.471 2.565 -0.055 0.037 0.000 -0.046
Cl -6.945 -8.029 -0.016 -0.010 0.039 0.000 -0.119
H -8.004 -7.526 2.008 -0.033 0.026 0.010 0.291
C -8.646 4.046 2.834 0.038 -0.078 0.033 -0.103
Cl -8.497 4.184 4.591 -0.003 0.024 0.010 -0.143
Cl -7.259 3.202 2.155 -0.486 0.242 -0.229 0.027
Cl -10.148 3.232 2.401 -0.019 0.003 -0.001 -0.106
H -8.667 5.043 2.417 0.013 0.034 -0.011 0.344
C -1.767 1.264 6.791 -0.059 0.034 -0.129 -0.048
Cl -1.323 -0.424 7.060 0.018 -0.037 0.041 -0.139
Cl -0.608 2.043 5.711 0.022 0.011 0.023 -0.070
Cl -3.404 1.385 6.155 0.090 -0.011 0.282 -0.055
H -1.733 1.775 7.742 0.022 0.006 0.039 0.317
C 7.484 3.338 -7.282 -0.112 -0.024 0.154 0.007
Cl 7.951 3.276 -5.584 -0.173 0.045 -0.147 -0.083
Cl 7.593 1.742 -8.023 0.012 0.005 -0.016 -0.129
Cl 5.860 4.002 -7.454 0.060 0.104 -0.210 -0.098
H 8.172 3.996 -7.795 0.019 0.018 -0.034 0.302
C -2.300 -5.637 -1.796 0.026 0.107 0.085 -0.169
Cl -3.558 -6.103 -0.645 -0.024 -0.033 0.002 -0.059
Cl -1.708 -4.013 -1.473 -0.238 -0.158 0.202 -0.005
Cl -0.972 -6.803 -1.773 -0.040 0.063 -0.074 -0.058
H -2.732 -5.642 -2.787 -0.046 -0.019 -0.023 0.325
C -9.980 -0.532 4.652 0.122 -0.020 -0.086 -0.050
Cl -8.262 -0.195 4.465 -0.003 0.048 0.023 -0.003
Cl -10.824 -0.393 3.109 -0.073 0.009 0.045 -0.115
Cl -10.228 -2.136 5.353 -0.029 0.003 0.036 -0.138
H -10.397 0.199 5.330 -0.031 0.017 0.020 0.302
C 0.233 -10.069 -0.006 -0.018 0.071 0.024 -0.044
Cl -0.791 -9.029 0.970 -0.044 -0.081 0.030 -0.003
Cl 1.325 -9.113 -1.014 0.058 -0.057 -0.005 -0.128
Cl 1.147 -11.191 1.008 -0.004 -0.027 -0.016 -0.143
H -0.403 -10.648 -0.662 0.015 -0.047 -0.032 0.314
C -1.118 -6.274 4.283 -0.010 -0.143 -0.054 -0.029
Cl -1.177 -6.600 6.017 -0.013 0.037 -0.011 -0.139
Cl 0.304 -7.009 3.551 0.134 0.098 0.095 -0.107
Cl -2.573 -6.867 3.478 -0.020 0.044 0.010 -0.043
H -1.062 -5.204 4.140 -0.016 0.042 0.001 0.296
C 8.421 1.711 5.813 -0.052 -0.186 -0.029 0.263
Cl 6.677 1.937 5.981 0.186 0.048 0.256 -0.130
Cl 9.082 0.914 7.237 -0.033 -0.101 -0.133 -0.109
Cl 8.794 0.795 4.356 0.013 0.021 -0.059 -0.115
H 8.878 2.686 5.729 0.017 0.066 0.009 0.054
C 10.367 4.542 8.985 0.083 -0.082 0.115 0.072
Cl 9.912 2.999 9.704 0.039 0.198 0.073 -0.105
Cl 11.861 5.148 9.700 0.006 0.038 0.022 -0.125
Cl 10.540 4.420 7.232 -0.030 -0.022 -0.032 -0.125
H 9.582 5.254 9.195 -0.036 0.021 -0.017 0.281
C 7.528 -7.043 -1.278 0.017 0.009 -0.085 0.010
Cl 8.826 -5.900 -0.928 0.013 0.006 0.001 -0.058
Cl 6.604 -6.530 -2.688 -0.012 0.007 0.025 -0.115
Cl 8.182 -8.665 -1.514 -0.016 -0.023 0.028 -0.126
H 6.860 -7.069 -0.429 -0.017 -0.008 0.027 0.293
C 11.201 1.479 -3.160 -0.086 0.011 -0.017 0.034
Cl 10.830 2.711 -4.365 0.258 -0.049 0.098 -0.109
Cl 10.331 1.815 -1.660 0.018 0.150 -0.041 -0.127
Cl 10.811 -0.128 -3.766 0.020 -0.010 -0.018 -0.110
H 12.260 1.514 -2.951 0.031 -0.007 0.035 0.309
C 10.519 -2.629 0.449 0.057 0.102 -0.014 0.080
Cl 10.230 -1.031 -0.231 -0.011 -0.155 0.079 -0.039
Cl 11.406 -3.638 -0.697 0.000 -0.021 0.002 -0.147
Cl 11.393 -2.507 1.977 -0.023 -0.031 0.040 -0.131
H 9.564 -3.097 0.643 -0.019 -0.033 -0.001 0.241



Record 2
61
Properties=species:S:1:pos:R:3:forces:R:3:nbo_charge:R:1 method="wB97M-V/def2-TZVPD" e_above_lowest_kcal_mol=546.6 homo_lumo_gap_ev=8.3
O -0.681 0.068 -2.000 3.878 -2.466 -0.667 -0.637
C 0.389 -0.669 -2.059 -5.294 2.662 2.186 0.675
C 0.131 -2.102 -2.528 5.060 3.436 -8.704 -0.469
C -0.207 -3.085 -1.652 0.626 3.890 9.164 -0.414
C -1.316 -2.464 -0.743 2.704 -3.013 -0.780 -0.035
C -1.197 -2.097 0.486 3.301 3.311 5.608 -0.189
C -2.251 -1.389 1.151 -0.264 1.865 2.200 -0.201
C -3.392 -1.004 0.541 0.132 -4.610 -2.863 -0.391
S -4.666 -0.331 1.430 -9.121 2.727 -15.996 2.362
O -6.128 -0.589 0.922 5.222 -0.896 -0.073 -0.955
O -4.679 -0.369 2.722 2.446 -0.745 14.761 -0.914
N -4.560 1.187 0.869 1.705 5.382 -0.170 -0.736
C -4.860 1.788 -0.597 8.135 -8.721 2.295 -0.171
C -3.362 1.753 -1.266 -7.735 13.891 -0.658 -0.037
O -2.518 2.809 -0.737 -0.727 -2.741 3.443 -0.536
C -2.359 2.275 0.692 10.219 0.048 -5.474 -0.097
C -3.462 2.139 1.458 -3.874 -5.087 2.376 -0.314
C -3.613 -1.764 -0.912 -9.152 8.317 8.361 -0.183
C -2.597 -2.403 -1.103 2.249 -6.133 -12.144 -0.116
N 1.574 -0.268 -1.476 -9.001 -2.291 -4.053 -0.549
C 1.848 0.781 -0.813 -1.925 1.628 -0.892 0.103
C 1.061 1.797 -0.991 -0.740 9.451 4.562 -0.220
C 1.459 3.040 -0.184 -0.316 -2.478 -1.514 -0.008
Cl 0.644 4.587 -0.308 -0.148 -0.903 -0.088 0.014
C 2.657 3.016 0.558 -1.610 7.548 -3.062 -0.263
C 3.466 1.997 0.340 3.635 -2.842 4.152 -0.238
C 2.967 0.814 -0.184 7.629 -1.906 4.538 0.117
N 3.763 -0.477 -0.063 -5.189 2.823 -1.240 -0.462
C 5.112 -0.221 0.090 -1.264 -12.010 0.918 -0.248
C 5.560 -0.387 1.423 6.333 -4.228 3.101 -0.058
O 5.095 -1.474 2.255 -2.282 -0.074 -2.210 -0.535
C 3.659 -1.475 2.064 0.826 -0.292 11.716 -0.095
C 3.180 -1.663 0.804 -4.641 8.091 -2.132 -0.272
H 1.208 -2.374 -3.004 -2.156 0.230 0.482 0.206
H -0.539 -1.971 -3.470 0.861 -0.228 1.731 0.256
H -0.283 -4.033 -1.684 -1.713 -6.721 -2.515 0.250
H 0.734 -3.280 -0.938 -1.447 1.237 -0.615 0.194
H -0.187 -1.953 1.022 -1.475 -0.880 -0.833 0.203
H -2.185 -0.898 2.189 0.696 -1.421 -1.335 0.232
H -5.259 0.917 -0.980 -2.116 -1.036 -1.524 0.218
H -5.291 2.634 -0.577 -3.315 5.917 0.268 0.192
H -3.494 2.179 -2.241 -0.296 -0.653 -1.129 0.184
H -2.931 0.977 -1.248 5.550 -11.051 0.347 0.151
H -1.494 2.961 1.035 -1.849 -0.780 0.230 0.235
H -1.630 1.156 0.653 -2.427 3.053 -0.388 0.159
H -3.093 1.667 2.361 -0.103 -0.274 0.522 0.228
H -3.816 3.016 1.798 -2.132 3.106 0.702 0.214
H -4.729 -1.558 -1.100 2.105 -1.131 -1.002 0.290
H -2.763 -2.811 -2.331 0.654 0.213 3.048 0.171
H 2.206 -0.868 -1.547 7.028 -6.525 -0.693 0.390
H 0.102 1.796 -1.358 -1.546 -0.060 -1.359 0.279
H 3.118 4.224 0.590 -1.274 -3.782 1.037 0.231
H 4.379 2.053 1.136 -1.648 -0.602 -2.672 0.223
H 5.450 0.558 -0.274 3.022 7.448 -4.018 0.211
H 5.531 -1.199 -0.393 0.307 1.796 -0.129 0.165
H 6.763 -0.839 1.439 -2.919 2.498 -0.240 0.196
H 5.392 0.450 1.964 0.035 2.928 2.119 0.160
H 3.220 -2.339 2.891 1.263 1.931 -2.483 0.207
H 3.319 -0.474 2.790 0.259 -2.251 -2.852 0.193
H 2.021 -1.463 0.843 2.181 -0.964 -0.525 0.225
H 3.537 -2.352 0.239 1.639 -5.630 -2.835 0.212



| no. | E_LUMO (eV) | calculated total energy (eV) | molar mass (g mol⁻¹) |
| --- | --- | --- | --- |
| 1 | 1.205 | -837113.732 | 2705.2 |
| 2 | -0.029 | -62348.321 | 494.0 |